Entry from OMol25: a 10-piece molecular cluster, C42H112N8O13 overall at a distorted geometry (ωB97M-V/def2-TZVPD).

Atoms and positions in Å:
C1 -5.4444 1.8365 -1.5811
C2 -5.8347 0.4681 -1.0628
O1 -5.5793 0.4011 0.3579
H1 -4.3643 1.9119 -1.6730
H2 -5.7619 2.6001 -0.8602
H3 -6.0005 2.1700 -2.4565
H4 -5.3105 -0.3279 -1.6044
H5 -6.9100 0.3111 -1.2141
H6 -6.2732 -0.1142 0.7735
C3 -0.3412 -1.4701 2.9400
C4 -1.6052 -1.4053 3.7680
O2 -1.7263 -0.0800 4.3393
H7 -0.4224 -2.2138 2.1472
H8 0.5173 -1.7470 3.5625
H9 -0.0821 -0.5133 2.4901
H10 -1.6852 -2.1336 4.5924
H11 -2.4626 -1.7206 3.1492
H12 -2.6498 -0.0002 4.6077
C5 -7.2156 8.0199 -2.1906
O3 -7.5738 7.8636 -3.5439
C6 -6.4880 7.8119 -4.4277
C7 -5.5697 6.6180 -4.1963
N1 -4.4666 6.9730 -3.3175
C8 -3.9755 5.9513 -2.4104
C9 -3.1676 4.8319 -3.0340
O4 -4.1134 3.9778 -3.6171
C10 -3.5383 2.9117 -4.3240
H13 -6.4434 8.8064 -2.0851
H14 -6.7141 7.1581 -1.7172
H15 -8.1076 8.2626 -1.6189
H16 -5.9339 8.7429 -4.2094
H17 -6.8186 7.9240 -5.4582
H18 -5.1434 6.2314 -5.1282
H19 -6.1695 5.8457 -3.7163
H20 -3.8161 7.6665 -3.6304
H21 -4.8318 5.5812 -1.8461
H22 -3.3113 6.5271 -1.7585
H23 -2.5793 4.3347 -2.2467
H24 -2.4237 5.2719 -3.7130
H25 -2.6450 2.4542 -3.8743
H26 -3.1847 3.2532 -5.3151
H27 -4.2927 2.1552 -4.5224
C11 2.6118 1.9632 1.2058
O5 1.7450 2.4967 2.1851
C12 1.8492 1.9126 3.4467
C13 0.6583 2.2785 4.3022
N2 0.6466 3.6983 4.6537
C14 -0.5856 4.1308 5.3551
C15 -0.3197 5.5159 5.8976
O6 -0.3766 6.3805 4.7687
C16 -0.1252 7.7103 5.1545
H28 3.5536 2.5147 1.1064
H29 2.0879 1.9460 0.2511
H30 2.8880 0.9365 1.4816
H31 2.8203 2.1447 3.9039
H32 1.8123 0.8092 3.4227
H33 0.6962 1.6495 5.1907
H34 -0.2287 2.0585 3.6837
H35 0.6917 4.2304 3.7888
H36 -0.7539 3.4160 6.1622
H37 -1.4017 4.1922 4.6243
H38 0.6767 5.5445 6.3561
H39 -1.0268 5.8813 6.6542
H40 -0.8108 8.0838 5.9322
H41 -0.2003 8.3900 4.3113
H42 0.8679 7.7556 5.6265
C17 8.6282 -2.7103 -4.5007
O7 7.4084 -2.0240 -4.5915
C18 7.4976 -0.7134 -4.0948
C19 6.1438 -0.0427 -4.1438
N3 5.0436 -0.7537 -3.4895
C20 5.3093 -1.0959 -2.0741
C21 5.2886 0.0634 -1.1147
O8 6.4600 0.8567 -1.2165
C22 7.4331 0.5117 -0.2625
H43 9.0867 -2.6767 -3.4972
H44 9.3767 -2.2276 -5.1513
H45 8.4960 -3.7518 -4.7770
H46 8.1953 -0.1013 -4.6856
H47 7.9210 -0.7927 -3.0848
H48 5.9756 0.1804 -5.2029
H49 6.3045 0.9601 -3.7412
H50 5.0645 -1.6508 -3.9758
H51 6.1648 -1.7614 -1.9165
H52 4.3894 -1.6631 -1.8641
H53 4.9908 -0.1865 -0.0884
H54 4.4181 0.6791 -1.3909
H55 6.9858 0.3133 0.7147
H56 8.1321 1.3410 -0.1421
H57 8.0412 -0.3450 -0.5819
C23 1.3664 -3.8133 3.3217
C24 0.9358 -4.6976 4.4830
C25 2.0238 -4.7422 5.5532
O9 3.1935 -5.3149 5.0491
C26 3.2150 -6.7217 5.1431
N4 -0.3560 -4.3300 5.0100
H58 0.6219 -3.9674 2.5266
H59 2.2187 -4.2325 2.7662
H60 1.5916 -2.7719 3.5343
H61 0.9460 -5.7285 4.1190
H62 1.6407 -5.2190 6.4688
H63 2.2131 -3.7305 5.9406
H64 4.2678 -6.9883 5.0643
H65 2.6024 -7.2102 4.3819
H66 2.8919 -7.0689 6.1321
H67 -1.0539 -4.4843 4.2910
H68 -0.4152 -3.3506 5.2634
C27 1.6417 -6.5819 0.2395
C28 0.8784 -7.9004 0.0994
C29 1.6964 -9.1005 0.6479
O10 1.1623 -9.6273 1.8204
C30 1.4692 -11.0005 2.0094
N5 -0.4463 -7.7302 0.7458
H69 1.0281 -5.7882 -0.1751
H70 2.6441 -6.7022 -0.1646
H71 1.7241 -6.4484 1.3251
H72 0.5379 -8.0638 -0.9274
H73 2.7710 -8.8742 0.7777
H74 1.8161 -9.8245 -0.1827
H75 0.8891 -11.5940 1.2920
H76 1.3440 -11.2876 3.0457
H77 2.5192 -11.1885 1.7329
H78 -0.3212 -7.8334 1.7553
H79 -1.0273 -8.5453 0.5552
C31 -1.7167 -0.0777 0.5121
C32 -0.4872 0.4968 -0.2142
C33 0.1633 -0.6513 -0.9842
O11 0.5697 -1.5517 0.0045
C34 1.5270 -2.5187 -0.3451
N6 -0.8815 1.6735 -0.9667
H80 -1.6062 -0.9814 1.1101
H81 -2.6281 -0.1467 -0.0898
H82 -2.0375 0.6848 1.2404
H83 0.1929 0.7104 0.6159
H84 1.0332 -0.2688 -1.5479
H85 -0.5073 -1.0531 -1.7632
H86 1.0160 -3.2078 -1.0323
H87 1.6519 -3.1540 0.5286
H88 2.4300 -2.1239 -0.8086
H89 -1.8422 1.6053 -1.2673
H90 -0.7123 2.4582 -0.3195
C35 -2.2542 5.6713 0.7325
C36 -1.7378 4.5313 1.5686
C37 -2.6328 3.3148 1.8050
O12 -3.6496 3.6453 2.7192
C38 -4.3820 2.4998 3.1154
N7 -0.3695 4.0649 0.9837
H91 -2.7382 5.2754 -0.1562
H92 -1.4607 6.3924 0.5548
H93 -3.0644 6.1776 1.2656
H94 -1.3375 4.7949 2.5577
H95 -1.9122 2.5845 2.2093
H96 -3.0355 2.9975 0.8286
H97 -5.0353 2.2049 2.2927
H98 -4.9231 2.8178 4.0002
H99 -3.6891 1.6806 3.3292
H100 0.0648 4.9866 0.8989
H101 0.1731 3.6648 1.7574
C39 -0.0435 -2.1750 -7.2340
C40 -0.9324 -2.8841 -6.2032
C41 -0.2895 -2.8974 -4.8494
O13 0.8491 -3.6931 -4.9456
C42 1.5388 -3.8252 -3.7198
N8 -2.2776 -2.3089 -6.1335
H102 0.8426 -2.7734 -7.4383
H103 0.2299 -1.1654 -6.8875
H104 -0.5776 -1.8843 -8.1445
H105 -1.0183 -3.9213 -6.5446
H106 -0.9777 -3.3226 -4.1055
H107 -0.0377 -1.8691 -4.5413
H108 2.4207 -4.4190 -3.9479
H109 0.9163 -4.3295 -2.9732
H110 1.8480 -2.8339 -3.3664
H111 -2.3234 -1.4319 -5.6463
H112 -2.6498 -2.1970 -7.0652

## Properties
* E_HOMO: -8.1 eV
* max |F|: 2.7 eV/Å
* LUMO energy: 0.54 eV
* E_tot: -83898.4021 eV
* relative energy (zero: lowest compared OMol25 entry of this formula, charge and spin): 72.00 kcal per mole
* SMILES: COC[C@H](C)N.COC[C@H](C)N.COC[C@H](C)N.COC[C@H](C)N.COC[C@H](C)N.COCCNCCOC.COCCNCCOC.COCCNCCOC.CCO.CCO
* frontier orbital gap: 8.664 eV

=====

Entry from OMol25: a 8-piece molecular cluster, C42H112N8O17 overall at a distorted geometry (ωB97M-V/def2-TZVPD).

Atoms and positions in Å:
N1 -0.6771 -0.5275 0.0118
O1 0.5047 -0.7130 -0.3048
O2 -1.5236 -0.1939 -0.7693
O3 -0.8794 -0.6746 1.2046
C1 1.9638 -0.4177 3.2291
O4 1.2616 0.7664 3.5093
C2 1.0413 1.6357 2.3632
C3 1.1624 3.1805 2.7207
N2 -0.1222 3.6410 3.5396
H1 -0.3005 4.5887 3.2395
H2 -0.9504 3.1086 3.3143
C4 0.0219 3.6967 5.0273
C5 0.7015 4.9938 5.4266
O5 2.0680 4.9831 5.1324
C6 2.7578 6.1680 5.1575
H3 2.0220 -0.8612 4.2231
H4 2.9952 -0.3531 2.8823
H5 1.4757 -1.1499 2.5858
H6 0.0347 1.3870 2.0272
H7 1.7285 1.4183 1.5455
H8 1.1479 3.8445 1.8565
H9 2.1129 3.4764 3.1646
H10 0.4654 2.7458 5.3228
H11 -0.9014 3.4385 5.5460
H12 0.6415 5.0887 6.5108
H13 0.1501 5.8523 5.0431
H14 3.7935 5.8385 5.2400
H15 2.5497 6.7356 6.0645
H16 2.6298 6.8161 4.2904
C7 3.3741 -2.1121 -2.4348
O6 4.8205 -1.7897 -2.2354
C8 5.2583 -0.4588 -2.4740
C9 6.2165 -0.0840 -1.4227
N3 5.5344 -0.3178 -0.0648
H17 4.8907 0.4378 0.1219
H18 5.0319 -1.1938 -0.0522
C10 6.6443 -0.2684 1.0104
C11 6.1073 -0.9095 2.2742
O7 5.1902 -2.0277 2.0066
C12 4.7935 -2.7005 3.1770
H19 2.9501 -2.1876 -3.4361
H20 2.7133 -1.3674 -1.9912
H21 3.3083 -3.0451 -1.8750
H22 4.3621 0.1615 -2.4857
H23 5.6680 -0.4222 -3.4834
H24 6.3377 0.9812 -1.6195
H25 7.1663 -0.6187 -1.4176
H26 6.9450 0.7767 1.0844
H27 7.5200 -0.8499 0.7219
H28 5.6704 -0.1474 2.9194
H29 6.9407 -1.3588 2.8145
H30 5.6279 -3.3197 3.5062
H31 4.0475 -3.4761 3.0034
H32 4.5412 -2.1212 4.0652
C13 1.8474 0.2583 -5.0963
O8 2.2602 0.8041 -3.8164
C14 1.1641 1.1045 -3.0145
C15 1.6599 1.8117 -1.7320
N4 2.5890 2.9738 -2.1926
H33 3.3837 3.0496 -1.5738
H34 3.0289 2.7533 -3.0746
C16 2.0739 4.4422 -2.4883
C17 2.7607 4.8566 -3.8683
O9 2.7027 3.7487 -4.8550
C18 3.1324 4.0041 -6.1689
H35 2.6696 -0.1998 -5.6461
H36 1.4904 1.0540 -5.7501
H37 1.0407 -0.4715 -5.1658
H38 0.6551 0.2351 -2.5986
H39 0.5182 1.9069 -3.3710
H40 2.2905 1.1018 -1.1967
H41 0.9261 2.1338 -0.9932
H42 2.3841 4.9012 -1.5496
H43 1.0054 4.2540 -2.5934
H44 3.7600 5.2913 -3.8431
H45 2.1251 5.6432 -4.2748
H46 2.8203 4.9549 -6.6007
H47 2.7551 3.2929 -6.9037
H48 4.2122 3.9027 -6.2777
C19 -7.4427 1.3427 -5.7522
O10 -6.7608 0.6039 -4.7888
C20 -5.8346 1.2380 -3.9941
C21 -4.6149 0.3229 -3.7614
N5 -3.9590 -0.1484 -5.0842
H49 -4.3800 -1.0096 -5.4024
H50 -4.1049 0.4679 -5.8709
C22 -2.3924 -0.3625 -5.2036
C23 -1.9004 -1.0722 -3.9315
O11 -2.7320 -2.1751 -3.6471
C24 -2.8694 -2.5490 -2.2911
H51 -8.5002 1.1441 -5.5778
H52 -7.2357 1.0889 -6.7919
H53 -7.4991 2.4282 -5.6716
H54 -6.3380 1.3732 -3.0368
H55 -5.5784 2.2227 -4.3850
H56 -4.9549 -0.5502 -3.2045
H57 -3.7939 0.9219 -3.3673
H58 -2.0058 0.6565 -5.2168
H59 -2.2917 -0.7932 -6.1998
H60 -1.7612 -0.2743 -3.2021
H61 -0.9686 -1.6058 -4.1188
H62 -1.9133 -2.9589 -1.9655
H63 -3.3895 -3.5069 -2.2852
H64 -3.3162 -1.7855 -1.6543
C25 -2.8978 -6.1990 7.5675
O12 -2.7334 -5.2932 6.4600
C26 -2.5617 -5.8700 5.1963
C27 -2.3650 -4.7743 4.1580
N6 -1.1752 -3.8094 4.4935
H65 -1.3755 -3.3712 5.3812
H66 -0.2135 -4.1151 4.5368
C28 -1.0206 -2.6976 3.5693
C29 -1.7533 -1.3995 4.0788
O13 -1.5454 -1.2532 5.4567
C30 -1.6045 0.0874 5.9607
H67 -3.7315 -6.8846 7.4158
H68 -3.0924 -5.8166 8.5695
H69 -1.9609 -6.7491 7.6555
H70 -3.4392 -6.4255 4.8653
H71 -1.7648 -6.6134 5.1765
H72 -3.2332 -4.1435 3.9672
H73 -2.1087 -5.2533 3.2131
H74 -1.3759 -2.9605 2.5729
H75 0.0435 -2.5147 3.4200
H76 -2.8313 -1.5374 3.9943
H77 -1.5436 -0.4545 3.5776
H78 -2.4387 0.7535 5.7406
H79 -0.7694 0.7472 5.7255
H80 -1.3338 0.1488 7.0148
C31 -6.7756 6.1124 -2.0309
O14 -5.5329 5.8286 -1.3576
C32 -5.6340 5.1486 -0.1061
C33 -4.4765 5.3609 0.7780
N7 -3.1230 5.0768 0.1500
H81 -3.0456 5.6435 -0.6824
H82 -2.3115 5.3596 0.6806
C34 -2.9455 3.5880 -0.2829
C35 -1.5605 3.5745 -0.9594
O15 -1.2707 4.6899 -1.9451
C36 -2.0069 4.7241 -3.2045
H83 -7.3286 5.2122 -2.2992
H84 -6.6704 6.6816 -2.9545
H85 -7.4636 6.5960 -1.3374
H86 -5.7898 4.1193 -0.4294
H87 -6.5526 5.2982 0.4613
H88 -4.6275 4.7798 1.6877
H89 -4.4493 6.4226 1.0232
H90 -3.7216 3.4993 -1.0430
H91 -3.0085 2.9851 0.6230
H92 -1.6114 2.6524 -1.5384
H93 -0.7841 3.4240 -0.2094
H94 -1.2710 5.0444 -3.9420
H95 -2.8792 5.3763 -3.1612
H96 -2.4451 3.7433 -3.3894
C37 1.3208 -8.7953 0.1413
O16 1.4938 -8.2188 1.4999
C38 2.5835 -7.3669 1.6962
C39 2.5944 -6.0175 0.9366
N8 1.3117 -5.2190 1.0765
H97 0.5193 -5.7752 0.7890
H98 1.1984 -4.9071 2.0305
C40 1.1298 -3.8721 0.4006
C41 0.6838 -4.0183 -1.0654
O17 1.4896 -4.9591 -1.7752
C42 1.1209 -5.0765 -3.1307
H99 0.3216 -9.2191 0.2420
H100 1.9845 -9.6600 0.1378
H101 1.5063 -8.2497 -0.7839
H102 3.5127 -7.8809 1.4503
H103 2.6636 -7.1794 2.7669
H104 2.7361 -6.1718 -0.1331
H105 3.5429 -5.5832 1.2524
H106 1.9597 -3.1953 0.6042
H107 0.3101 -3.3789 0.9231
H108 0.7254 -3.0364 -1.5368
H109 -0.3822 -4.2440 -1.0920
H110 2.1253 -5.3518 -3.4523
H111 1.0198 -4.2146 -3.7903
H112 0.3859 -5.8721 -3.2526

## Properties
* E_HOMO: -20.0 eV
* max |F|: 3.5 eV/Å
* LUMO energy: -12.60 eV
* charge: +6
* E_tot: -92018.9007 eV
* relative energy (zero: lowest compared OMol25 entry of this formula, charge and spin): 153.35 kcal per mole
* frontier orbital gap: 7.435 eV